C28H25Br2N3RhSSi | ωB97M-V/def2-TZVPD

Positions of all 61 atoms, in Å:
H: -2.771 -3.939 1.102
H: -2.949 0.307 1.652
C: 2.800 0.490 -1.830
N: 2.583 0.302 -0.487
Rh: 0.218 -0.049 0.041
H: 1.114 -2.267 4.735
C: -1.658 2.794 2.480
H: -1.850 -1.959 -2.613
C: -0.295 0.765 4.208
H: -1.447 2.062 -1.246
C: -2.457 -1.812 -1.722
H: -0.783 -4.018 -0.537
C: -2.686 -1.788 1.255
H: 1.072 0.660 -4.742
H: 2.586 0.802 2.153
H: 1.097 -2.187 2.258
H: 6.175 0.899 -1.816
C: -3.151 -3.059 1.611
C: -2.255 3.387 0.244
H: 5.282 1.100 -4.107
S: 0.063 0.120 -2.182
H: 4.289 0.375 2.369
H: 3.109 -0.881 2.016
H: -5.335 -2.266 4.072
C: 4.094 0.716 -2.351
C: -0.271 -3.172 -0.067
C: 5.172 0.732 -1.444
C: 0.231 -0.308 4.911
C: -3.229 -0.698 1.936
C: 3.618 0.335 0.335
H: -0.020 -3.472 0.950
C: -4.172 -0.861 2.941
H: -0.691 1.615 4.741
H: -4.584 0.005 3.444
N: -0.897 1.466 0.646
Br: -3.280 5.101 2.263
H: -3.080 -0.927 -1.872
H: -1.713 2.973 3.543
C: -4.092 -3.234 2.614
Br: 0.263 -0.271 6.781
C: 3.387 0.151 1.804
C: -4.600 -2.134 3.289
C: 1.702 0.465 -2.724
H: 0.652 -3.020 -0.632
C: -2.315 3.641 1.604
C: 1.915 0.678 -4.064
H: -2.758 4.020 -0.472
H: 5.743 0.560 0.604
C: -0.312 0.701 2.826
C: 3.205 0.909 -4.575
C: 0.717 -1.405 4.219
C: -0.959 1.714 1.973
C: 0.697 -1.367 2.839
H: 3.331 1.073 -5.637
H: -4.431 -4.230 2.869
H: -3.129 -2.667 -1.604
Si: -1.441 -1.696 -0.157
N: 0.213 -0.335 2.150
C: -1.536 2.295 -0.196
C: 4.280 0.926 -3.737
C: 4.938 0.546 -0.117

Calculated values
**LUMO**: -3.8 eV
**Max |F|**: 0.016 hartree/bohr
**Net charge**: +1
**ΔE to the lowest compared entry with this formula, charge and spin**: 1.4 kJ/mol
**HOMO**: -10.19 eV